Entry 1:
Density functional theory data (the ωB97M-V functional and the def2-TZVPD basis) for C33H51F5N6S2SeSi2Tl as an isolated structure.

Geometry as XYZ:
```
101
C33H51F5N6S2SeSi2Tl (the ωB97M-V functional and the def2-TZVPD basis)
Tl -0.72 -1.30 -0.09
C -5.09 -3.05 -0.33
C -3.60 -2.97 -0.47
N -2.87 -2.58 0.53
N -3.54 -2.38 1.68
C -2.91 -1.82 2.69
N -3.64 -1.85 3.86
S -1.38 -1.08 2.77
C -2.92 -3.29 -1.73
C -3.60 -3.68 -2.89
C -2.89 -3.91 -4.05
C -1.51 -3.79 -4.04
C -0.90 -3.43 -2.85
N -1.58 -3.17 -1.74
H -5.43 -2.18 0.22
H -5.36 -3.93 0.27
H -5.61 -3.11 -1.29
H -4.62 -2.07 3.76
H -3.36 -1.21 4.58
H -4.67 -3.79 -2.89
H -3.41 -4.19 -4.96
H -0.92 -3.95 -4.94
H 0.17 -3.33 -2.78
C -0.10 4.19 0.24
C -0.07 3.52 1.63
C -0.42 4.59 2.67
C -1.19 2.46 1.62
Si 1.66 2.69 1.96
C 1.83 1.90 3.75
C 2.56 2.87 4.69
C 0.47 1.60 4.39
C 2.59 0.57 3.75
C 3.20 3.79 1.47
C 3.24 5.09 2.28
C 3.19 4.19 -0.01
C 4.50 3.00 1.70
H -1.13 4.43 -0.02
H 0.29 3.54 -0.54
H 0.46 5.13 0.24
H -1.35 5.08 2.37
H 0.35 5.36 2.74
H -0.57 4.17 3.66
H -2.14 2.95 1.41
H -1.29 1.93 2.56
H -1.02 1.71 0.84
H 2.02 3.82 4.77
H 3.58 3.08 4.37
H 2.61 2.43 5.68
H -0.14 2.50 4.50
H 0.64 1.20 5.39
H -0.10 0.85 3.83
H 3.65 0.71 3.52
H 2.13 -0.15 3.07
H 2.54 0.13 4.75
H 2.32 5.67 2.15
H 4.07 5.72 1.93
H 3.38 4.93 3.35
H 2.35 4.83 -0.26
H 3.17 3.32 -0.67
H 4.11 4.75 -0.23
H 4.58 2.58 2.70
H 5.36 3.66 1.54
H 4.57 2.18 0.97
F 4.90 3.28 -5.42
C 3.85 2.49 -5.06
C 2.46 2.82 -5.39
F 1.48 2.90 -4.49
C 2.96 1.56 -5.93
F 3.07 1.26 -7.24
C 2.95 0.50 -4.84
Se 1.39 -0.34 -4.20
C 4.35 0.15 -4.55
F 5.29 0.12 -5.52
C 3.95 1.44 -4.01
F 3.86 1.74 -2.70
C 3.58 -1.69 -1.53
N 2.69 -0.61 -1.17
C 2.73 0.01 -0.02
N 3.67 -0.32 0.88
S 1.58 1.28 0.18
H 3.36 -1.97 -2.55
H 3.41 -2.55 -0.88
H 4.62 -1.37 -1.46
H 2.00 -0.33 -1.88
H 4.00 -1.27 0.87
H 3.60 0.10 1.79
C 2.22 -4.73 4.10
Si 3.05 -4.26 2.47
C 4.56 -3.16 2.86
C 3.71 -5.83 1.66
C 1.91 -3.32 1.42
C 1.04 -2.74 0.77
H 2.88 -5.30 4.76
H 1.33 -5.33 3.91
H 1.90 -3.84 4.64
H 5.23 -3.63 3.59
H 4.25 -2.20 3.27
H 5.15 -2.97 1.96
H 4.30 -6.42 2.37
H 4.35 -5.61 0.81
H 2.89 -6.46 1.31
```

Computed properties:
Relative energy (zero: lowest compared OMol25 entry of this formula, charge and spin)   1.383 eV
LUMO (spin up / spin down)   0.743 / 0.407 eV
Total energy   -6064.9961 Ha
HOMO level (spin up / spin down)   -4.273 / -4.267 eV
Net charge   -1
Kohn-Sham gap (spin up / spin down)   5.02 / 4.67 eV
Molar mass   1030.5 g/mol

=====

Entry 2:
Density functional theory data (the ωB97M-V functional and the def2-TZVPD basis) for a 4-piece molecular cluster, C11H24N4O3 overall.

Geometry as XYZ:
```
42
C11H24N4O3 (the ωB97M-V functional and the def2-TZVPD basis)
C 2.62 -1.56 1.64
N 2.08 -2.08 0.43
C 1.93 -3.54 0.38
C 1.70 -1.31 -0.57
O 1.19 -1.72 -1.62
H 3.68 -1.81 1.78
H 2.04 -1.84 2.54
H 2.57 -0.50 1.60
H 0.98 -3.85 0.87
H 1.76 -3.89 -0.63
H 2.82 -3.95 0.84
H 1.90 -0.23 -0.43
C -1.33 2.94 -3.17
N -1.30 1.58 -3.58
C -0.86 0.58 -2.57
C -1.64 1.16 -4.86
O -1.65 0.01 -5.21
H -0.29 3.32 -2.98
H -1.92 3.14 -2.25
H -1.81 3.53 -3.92
H -0.73 -0.38 -3.06
H 0.16 0.86 -2.25
H -1.50 0.68 -1.70
H -1.81 1.95 -5.60
C 0.03 0.98 4.11
N -0.02 1.35 2.72
C 1.00 2.30 2.25
C -1.08 1.05 1.93
O -1.28 1.51 0.82
H -0.86 0.41 4.38
H 0.00 1.90 4.67
H 0.97 0.51 4.38
H 0.84 3.34 2.51
H 1.96 2.03 2.72
H 1.10 2.24 1.17
H -1.87 0.45 2.40
C -1.45 -1.81 -0.13
C -2.83 -1.92 0.40
N -3.86 -2.08 0.83
H -1.41 -2.12 -1.16
H -0.74 -2.45 0.40
H -1.09 -0.78 -0.10
```

Computed properties:
Relative energy (zero: lowest compared OMol25 entry of this formula, charge and spin)   0.040 eV
LUMO   0.246 eV
Total energy   -878.2499 Ha
HOMO level   -8.762 eV
Kohn-Sham gap   9.01 eV
Molar mass   260.3 g/mol
SMILES   CN(C)C=O.CN(C)C=O.CN(C)C=O.CC#N

=====

Entry 3:
Density functional theory data (the ωB97M-V functional and the def2-TZVPD basis) for C2H5NOS as an isolated structure.

Geometry as XYZ:
```
10
C2H5NOS (the ωB97M-V functional and the def2-TZVPD basis)
C -1.54 0.83 -0.03
C 0.29 -1.12 -0.08
H -1.73 0.97 1.33
H -0.11 1.05 -0.45
H -2.66 1.28 -0.89
H 0.79 -2.16 -0.44
H 2.81 0.62 0.04
N 1.14 -0.12 0.38
O 2.46 -0.33 0.00
S -1.46 -1.02 0.14
```

Computed properties:
Relative energy (zero: lowest compared OMol25 entry of this formula, charge and spin)   7.608 eV
LUMO   0.411 eV
Total energy   -607.1272 Ha
HOMO level   -8.608 eV
Kohn-Sham gap   9.02 eV
Molar mass   91.1 g/mol

=====

Entry 4:
Density functional theory data (the ωB97M-V functional and the def2-TZVPD basis) for a 2-piece molecular cluster, C10H16N3 overall.

Geometry as XYZ:
```
29
C10H16N3 (the ωB97M-V functional and the def2-TZVPD basis)
C 3.81 0.09 -0.67
C 3.58 -1.10 0.05
C 2.93 1.14 -0.69
C 2.37 -1.37 0.64
C 1.69 0.92 -0.16
C 1.50 -0.25 0.57
C 0.51 1.86 -0.29
C -0.79 -0.72 1.59
C -1.44 -0.99 -0.76
C -1.90 -0.57 0.58
N -3.29 1.22 0.04
N -4.21 0.58 -0.60
N -2.30 0.85 0.54
H 4.79 0.29 -1.09
H 4.41 -1.86 0.35
H 2.99 1.91 -1.50
H 2.19 -2.24 1.22
H -0.43 1.38 -0.43
H 0.32 2.57 0.42
H 0.81 2.38 -1.20
H -0.80 -1.81 1.78
H 0.19 -0.42 1.14
H -0.94 -0.18 2.49
H -0.72 -1.81 -0.64
H -0.90 -0.22 -1.31
H -2.32 -1.18 -1.42
H -2.86 -1.05 1.10
H -4.14 -0.40 -0.90
H -5.04 0.99 -0.85
```

Computed properties:
Relative energy (zero: lowest compared OMol25 entry of this formula, charge and spin)   7.263 eV
LUMO (spin up / spin down)   -6.141 / -6.140 eV
Total energy   -554.4150 Ha
HOMO level (spin up / spin down)   -11.726 / -11.726 eV
Net charge   +1
Kohn-Sham gap (spin up / spin down)   5.58 / 5.59 eV
Molar mass   178.3 g/mol